Arrangement a

This record from the OMol25 dataset describes 4 unconnected molecules or ions with the total composition H7O3S. The level of theory is wB97M-V/def2-TZVPD.

Geometry as ORCA input:
```
! RIJCOSX wB97M-V def2-TZVPD def2/J DEFGRID3
* xyz -1 1
S -0.352 2.404 0.199
H -0.284 3.553 0.837
H 0.792 -3.316 -1.027
H -0.219 -4.003 -1.895
O 0.712 -3.741 -1.889
H -2.989 -0.051 0.612
H -1.850 0.699 -0.008
O -2.646 0.180 -0.263
H 2.147 0.687 1.305
H 2.010 2.098 0.873
O 2.678 1.491 1.256
*
```

Its frontier orbital gap is 6.6 eV. As for the LUMO energy: 3.20 eV. The value obtained for the HOMO energy is -0.1238 Ha.



Arrangement b

This record from the OMol25 dataset describes 4 unconnected molecules or ions with the total composition H7O3S. The level of theory is wB97M-V/def2-TZVPD.

Geometry as ORCA input:
```
! RIJCOSX wB97M-V def2-TZVPD def2/J DEFGRID3
* xyz -1 1
S 0.115 2.069 1.379
H -0.204 1.346 2.470
H 1.309 -1.152 -2.212
H 0.068 -0.274 -2.148
O 0.619 -0.776 -2.751
H 0.827 -1.176 1.397
H 1.540 -0.044 0.914
O 1.600 -1.014 0.835
H -1.648 0.943 0.456
H -1.868 -0.287 -0.425
O -2.358 0.364 0.086
*
```

Its frontier orbital gap is 7.6 eV. As for the LUMO energy: 3.91 eV. The value obtained for the HOMO energy is -0.1355 Ha.



Which is most stable, and by how much? arrangement b, by 0.353 eV.



Arrangement a

This record from the OMol25 dataset describes a molecular structure, C3H3IO. The level of theory is wB97M-V/def2-TZVPD.

Geometry as ORCA input:
```
! RIJCOSX wB97M-V def2-TZVPD def2/J DEFGRID3
* xyz 0 1
C -1.210 -0.267 0.537
C 0.528 0.256 -1.285
C -0.694 0.158 -0.526
O 0.822 1.028 -2.157
I 1.734 0.076 1.852
H -0.139 -0.366 1.380
H -2.257 -0.438 0.934
H 1.216 -0.447 -0.735
*
```

Its frontier orbital gap (alpha / beta) is 6.9 / 6.9 eV. As for the LUMO energy (alpha / beta): -2.40 / -2.40 eV. The value obtained for the HOMO energy (alpha / beta) is -0.3425 / -0.3425 Ha.



Arrangement b

This record from the OMol25 dataset describes a molecular structure, C3H3IO. The level of theory is wB97M-V/def2-TZVPD.

Geometry as ORCA input:
```
! RIJCOSX wB97M-V def2-TZVPD def2/J DEFGRID3
* xyz 0 1
C -1.171 -0.218 -0.596
C 0.574 0.088 0.179
C 1.595 0.938 0.263
O 2.552 1.421 0.621
I 0.550 -1.495 1.675
H -1.677 0.722 -0.553
H -0.887 -0.482 -1.581
H -1.536 -0.975 -0.009
*
```

Its frontier orbital gap is 7.7 eV. As for the LUMO energy: -0.78 eV. The value obtained for the HOMO energy is -0.3133 Ha.



Which is most stable, and by how much? arrangement b, by 1.127 eV.



Arrangement a

This record from the OMol25 dataset describes a gas-phase ion, C3H10NS (charge +1). The level of theory is wB97M-V/def2-TZVPD.

Geometry as ORCA input:
```
! RIJCOSX wB97M-V def2-TZVPD def2/J DEFGRID3
* xyz 1 1
C -0.698 -0.720 -1.242
N -0.279 0.297 -2.095
H -1.695 -1.143 -1.336
H -0.026 -1.542 -0.998
H -1.053 0.694 -2.616
H 0.417 -0.097 -2.725
C 0.210 1.680 0.658
S -0.969 -0.055 0.639
C 0.474 -1.060 1.746
H 0.836 1.223 -0.100
H 0.504 1.404 1.658
H 0.272 2.776 0.657
H -0.026 -1.768 2.397
H 1.155 -1.416 0.988
H 0.880 -0.273 2.367
*
```

Its frontier orbital gap is 10.3 eV. As for the LUMO energy: -4.34 eV. The value obtained for the HOMO energy is -0.5385 Ha.



Arrangement b

This record from the OMol25 dataset describes a gas-phase ion, C3H10NS (charge +1). The level of theory is wB97M-V/def2-TZVPD.

Geometry as ORCA input:
```
! RIJCOSX wB97M-V def2-TZVPD def2/J DEFGRID3
* xyz 1 1
C -0.362 1.396 0.966
N -1.238 1.853 -0.106
H -1.030 0.941 1.698
H 0.170 2.249 1.380
H -0.714 1.784 -0.993
H -1.855 1.068 -0.315
C -0.348 -1.603 0.725
S 1.037 -0.009 0.599
C 1.377 -0.535 -1.405
H 0.268 -2.271 1.306
H -1.147 -1.245 1.388
H -0.544 -1.877 -0.304
H 2.142 -1.294 -1.279
H 1.865 0.298 -1.895
H 0.381 -0.757 -1.764
*
```

Its frontier orbital gap is 10.0 eV. As for the LUMO energy: -4.71 eV. The value obtained for the HOMO energy is -0.5405 Ha.



Which is most stable, and by how much? arrangement b, by 0.393 eV.



Arrangement a

This record from the OMol25 dataset describes a gas-phase ion, C3H10NS (charge +1). The level of theory is wB97M-V/def2-TZVPD.

Geometry as ORCA input:
```
! RIJCOSX wB97M-V def2-TZVPD def2/J DEFGRID3
* xyz 1 1
C 1.148 -1.524 -0.223
C 0.352 -0.530 0.535
C -0.728 0.252 -0.150
S -0.099 1.726 -1.075
N -0.484 -1.422 1.637
H 1.638 -1.044 -1.078
H 0.492 -2.248 -0.711
H 1.959 -1.971 0.344
H 0.864 0.037 1.312
H -1.139 -0.343 -0.965
H -1.520 0.623 0.492
H 0.860 2.004 -0.162
H -0.849 -0.800 2.354
H -1.144 -2.068 1.209
H 0.172 -2.085 2.067
*
```

Its frontier orbital gap is 9.4 eV. The structure (SMILES) is C[C@H]([NH3+])CS. As for the LUMO energy: -3.73 eV. The value obtained for the HOMO energy is -0.4818 Ha.



Arrangement b

This record from the OMol25 dataset describes a gas-phase ion, C3H10NS (charge +1). The level of theory is wB97M-V/def2-TZVPD.

Geometry as ORCA input:
```
! RIJCOSX wB97M-V def2-TZVPD def2/J DEFGRID3
* xyz 1 1
C 1.658 0.918 -0.046
N 1.368 2.033 -0.833
H 2.552 0.395 -0.365
H 1.773 1.164 1.017
H 0.734 1.863 -1.604
H 0.900 2.736 -0.272
C -1.344 -0.534 -1.072
S 0.303 -0.574 0.128
C -0.750 -1.468 1.626
H -0.839 -0.903 -1.958
H -1.690 0.472 -1.227
H -2.064 -1.278 -0.745
H -0.242 -1.384 2.581
H -1.677 -0.944 1.483
H -0.683 -2.497 1.287
*
```

Its frontier orbital gap is 9.7 eV. As for the LUMO energy: -4.67 eV. The value obtained for the HOMO energy is -0.5300 Ha.



Which is most stable, and by how much? arrangement a, by 2.062 eV.



Arrangement a

This record from the OMol25 dataset describes C7H9N2OP in the gas phase. The level of theory is wB97M-V/def2-TZVPD.

Geometry as ORCA input:
```
! RIJCOSX wB97M-V def2-TZVPD def2/J DEFGRID3
* xyz 0 1
C 1.123 -2.041 -1.848
C 0.671 -1.358 -0.749
C 0.282 -0.298 -2.647
C 0.556 1.004 2.005
C 0.918 1.563 0.856
C -0.670 0.189 2.103
C -1.545 0.311 0.871
N 0.897 -1.387 -3.000
N 0.145 -0.215 -1.292
O -1.251 2.013 -1.320
P -0.502 1.099 -0.469
H 1.746 -2.998 -1.902
H 0.686 -1.418 0.396
H -0.130 0.494 -3.169
H 1.242 1.043 2.867
H 1.751 2.060 0.293
H -0.403 -0.881 2.514
H -1.337 0.504 3.030
H -1.867 -0.790 0.488
H -2.312 1.107 0.971
*
```

Its frontier orbital gap is 9.8 eV. The structure (SMILES) is O=[P@@]1(n2ccnc2)C=CCC1. As for the LUMO energy: 0.65 eV. The value obtained for the HOMO energy is -0.3373 Ha.



Arrangement b

This record from the OMol25 dataset describes 2 unconnected molecules or ions with the total composition C7H9N2OP. The level of theory is wB97M-V/def2-TZVPD.

Geometry as ORCA input:
```
! RIJCOSX wB97M-V def2-TZVPD def2/J DEFGRID3
* xyz 0 1
C -3.443 -0.534 -0.475
C -2.658 -1.456 -1.113
C -2.646 -1.916 1.026
C 2.137 0.542 1.337
C 0.954 -0.232 1.236
C 3.149 0.281 0.390
C 2.767 -0.655 -0.689
N -3.381 -0.858 0.916
N -2.079 -2.210 -0.144
O 0.220 -2.049 -0.846
P 0.846 -0.795 -0.402
H -4.053 0.176 -0.752
H -2.377 -1.652 -2.140
H -2.386 -2.333 1.897
H 2.178 1.324 2.096
H 0.302 0.008 2.038
H -1.544 -2.886 -0.432
H 4.086 0.846 0.390
H 2.967 -0.608 -1.833
H 2.710 -1.793 -0.491
*
```

Its frontier orbital gap is 7.5 eV. As for the LUMO energy: -1.02 eV. The value obtained for the HOMO energy is -0.3136 Ha.



Which is most stable, and by how much? arrangement a, by 2.413 eV.



Arrangement a

This record from the OMol25 dataset describes a gas-phase ion, C6H12NOS (charge +1). The level of theory is wB97M-V/def2-TZVPD.

Geometry as ORCA input:
```
! RIJCOSX wB97M-V def2-TZVPD def2/J DEFGRID3
* xyz 1 1
C 1.665 0.262 1.976
C 0.755 -0.309 2.810
C 1.405 0.303 0.519
C 0.124 -0.497 0.265
C -0.120 1.159 -1.566
C -1.937 -0.362 -1.002
N -0.870 0.474 -0.502
O 0.390 -1.490 -0.684
S -0.601 -0.983 1.778
H 2.601 0.348 2.343
H 0.790 -0.654 3.817
H 1.370 1.332 0.281
H 2.142 -0.134 -0.113
H 0.701 0.484 -1.881
H -0.607 1.354 -2.536
H 0.138 2.237 -1.472
H -1.580 -0.913 -1.958
H -2.135 -1.221 -0.333
H -2.917 -0.026 -1.304
H -1.259 1.014 0.201
H -0.055 -2.379 -0.639
*
```

Its frontier orbital gap is 9.9 eV. The structure (SMILES) is C[NH+](C)[C@@]1(O)CC=CS1. As for the LUMO energy: -2.82 eV. The value obtained for the HOMO energy is -0.4680 Ha.



Arrangement b

This record from the OMol25 dataset describes a gas-phase ion, C6H12NOS (charge +1). The level of theory is wB97M-V/def2-TZVPD.

Geometry as ORCA input:
```
! RIJCOSX wB97M-V def2-TZVPD def2/J DEFGRID3
* xyz 1 1
C -0.097 -2.140 0.744
C -1.143 2.338 -0.744
C -0.153 2.589 0.337
C -0.064 1.321 -0.521
C 0.834 -1.368 -1.370
C -0.502 0.119 0.167
N -0.003 -1.090 -0.178
O 0.304 -0.261 2.465
S 0.600 -1.713 2.347
H -1.146 -2.365 0.945
H 0.336 -3.076 0.436
H -2.237 2.243 -0.655
H -1.094 2.952 -1.685
H 0.728 2.997 0.159
H -0.535 2.280 1.306
H 0.711 1.166 -1.341
H 1.837 -1.662 -1.238
H 0.847 -0.582 -2.024
H 0.173 -2.080 -1.779
H -1.157 0.103 1.003
H 1.763 -1.771 1.625
*
```

Its frontier orbital gap is 10.2 eV. As for the LUMO energy: -3.97 eV. The value obtained for the HOMO energy is -0.5201 Ha.



Which is most stable, and by how much? arrangement a, by 1.449 eV.